Entry w
{
  "formula": "C20H21N3O4S",
  "method": "ωB97M-V/def2-TZVPD",
  "total_charge": 0,
  "multiplicity": 1,
  "e_lumo_ev": 0.34,
  "smiles": "CCOC(=O)c1c(C)nn(S(=O)(=O)c2ccccc2)c1NCc1ccccc1",
  "homo_energy_ev": -8.41,
  "gap_ev": 8.75,
  "elements": ["S", "O", "O", "O", "O", "N", "N", "N", "C", "C", "C", "C", "C", "C", "C", "C", "C", "C", "C", "C", "C", "C", "C", "C", "C", "C", "C", "C", "H", "H", "H", "H", "H", "H", "H", "H", "H", "H", "H", "H", "H", "H", "H", "H", "H", "H", "H", "H", "H"],
  "coordinates": [[-3.06, 0.68, -1.68], [-2.56, -0.15, -2.73], [-4.11, 1.60, -1.97], [1.91, 2.32, 1.51], [2.53, 1.88, -0.61], [-1.72, 1.56, -1.09], [0.05, 0.52, -2.20], [-2.00, 2.32, 0.01], [-3.06, -1.64, -0.23], [4.37, 0.64, 0.41], [-3.89, -1.79, 2.02], [1.29, -0.21, -2.23], [2.70, -3.21, -0.42], [-4.27, -0.46, 1.98], [-3.29, -2.38, 0.92], [0.66, -2.60, 0.68], [1.42, -1.34, -1.23], [-0.38, 1.28, -1.18], [3.89, 1.95, -0.20], [-0.78, 3.37, 1.84], [-4.04, 0.30, 0.84], [0.49, -1.56, -0.23], [-0.86, 2.55, 0.61], [2.53, -2.18, -1.32], [-3.44, -0.31, -0.25], [1.60, 2.05, 0.37], [0.23, 1.93, -0.10], [1.77, -3.42, 0.59], [1.40, -0.61, -3.25], [-4.06, -2.37, 2.91], [-0.72, 0.09, -2.72], [4.45, 2.18, -1.11], [3.57, -3.85, -0.49], [-0.36, 2.78, 2.65], [1.91, -4.23, 1.29], [-4.73, 0.00, 2.84], [5.42, 0.71, 0.66], [-1.77, 3.72, 2.10], [2.11, 0.49, -2.06], [-0.38, -0.93, -0.14], [3.25, -2.02, -2.10], [-2.60, -2.07, -1.10], [-3.00, -3.42, 0.95], [-4.31, 1.34, 0.77], [4.21, -0.18, -0.28], [4.01, 2.76, 0.52], [-0.07, -2.75, 1.45], [-0.12, 4.22, 1.68], [3.80, 0.44, 1.32]],
  "lowdin_charge": [0.74, -0.29, -0.24, 0.11, -0.04, -0.14, 0.08, 0.09, -0.07, -0.05, -0.07, -0.12, -0.08, -0.06, -0.07, -0.07, -0.19, -0.22, -0.21, -0.01, -0.06, -0.03, -0.27, -0.06, -0.28, -0.44, 0.00, -0.09, 0.14, 0.11, 0.10, 0.12, 0.10, 0.08, 0.10, 0.11, 0.08, 0.08, 0.11, 0.09, 0.12, 0.11, 0.11, 0.11, 0.06, 0.12, 0.10, 0.09, 0.08]
}

---

Entry x
{
  "formula": "C20H21N3O4S",
  "method": "ωB97M-V/def2-TZVPD",
  "total_charge": 0,
  "multiplicity": 1,
  "e_lumo_ev": 0.03,
  "smiles": "CCOC(=O)/C(C#N)=C/Nc1ccccc1NS(=O)(=O)c1ccc(C)c(C)c1",
  "homo_energy_ev": -8.29,
  "gap_ev": 8.32,
  "elements": ["S", "O", "O", "O", "O", "N", "N", "N", "C", "C", "C", "C", "C", "C", "C", "C", "C", "C", "C", "C", "C", "C", "C", "C", "C", "C", "C", "C", "H", "H", "H", "H", "H", "H", "H", "H", "H", "H", "H", "H", "H", "H", "H", "H", "H", "H", "H", "H", "H"],
  "coordinates": [[-2.22, 1.35, 0.48], [-3.36, 2.14, 0.82], [2.76, -2.08, -3.37], [-2.28, 0.47, -0.65], [0.93, -2.79, -4.47], [-1.86, -1.50, -3.27], [0.47, 0.32, -0.93], [-0.97, 2.47, 0.19], [-0.89, 0.51, 4.19], [2.17, 2.65, 2.11], [2.31, -2.76, -6.48], [-0.75, -1.38, -3.01], [-1.49, 1.12, 3.10], [0.32, 2.17, 0.64], [-0.37, -0.78, 4.04], [2.28, 0.77, 0.63], [0.63, -1.27, -2.73], [1.56, -2.07, -3.54], [0.91, 2.94, 1.63], [1.03, 1.07, 0.10], [1.16, -0.48, -1.75], [-1.09, -0.82, 1.73], [-1.58, 0.46, 1.89], [2.85, 1.55, 1.62], [0.31, -1.46, 5.19], [-0.49, -1.43, 2.82], [-0.78, 1.24, 5.49], [1.73, -3.58, -5.33], [-1.28, 3.39, 0.48], [-0.37, -1.55, 6.03], [2.85, -3.41, -7.16], [2.54, -4.03, -4.75], [2.82, -0.09, 0.27], [1.50, -2.27, -7.03], [-0.54, 0.41, -1.08], [0.27, 1.36, 5.77], [-1.91, 2.11, 3.18], [3.82, 1.29, 2.01], [-0.09, -2.43, 2.71], [-1.24, 2.22, 5.43], [-1.27, 0.67, 6.29], [1.06, -4.36, -5.70], [2.98, -2.01, -6.09], [2.23, -0.51, -1.65], [0.65, -2.45, 4.91], [0.37, 3.79, 2.01], [2.61, 3.27, 2.88], [1.17, -0.87, 5.52], [-1.19, -1.31, 0.78]],
  "lowdin_charge": [0.70, -0.27, 0.09, -0.29, 0.00, 0.18, 0.11, -0.04, -0.21, -0.08, -0.06, -0.20, -0.02, -0.26, -0.22, -0.01, -0.13, -0.48, -0.03, -0.18, -0.01, -0.05, -0.28, -0.08, -0.04, -0.01, -0.04, -0.21, 0.11, 0.09, 0.08, 0.12, 0.11, 0.08, 0.09, 0.09, 0.12, 0.11, 0.12, 0.08, 0.09, 0.12, 0.07, 0.13, 0.08, 0.12, 0.10, 0.09, 0.12]
}

---

The structure with the greatest stability is entry x.

---

Entry w
{
  "formula": "C3H8P2",
  "method": "ωB97M-V/def2-TZVPD",
  "total_charge": 0,
  "multiplicity": 1,
  "e_lumo_ev": [-0.92, -1.17],
  "homo_energy_ev": [-7.52, -8.00],
  "gap_ev": [6.60, 6.83],
  "elements": ["P", "P", "C", "C", "C", "H", "H", "H", "H", "H", "H", "H", "H"],
  "coordinates": [[-0.79, -0.50, -0.33], [1.92, -0.11, 0.81], [-1.20, 0.84, 0.91], [-2.21, -1.48, -0.32], [2.67, 0.42, -0.82], [-1.01, 1.78, 0.32], [3.22, 1.35, -0.81], [-1.98, -2.41, -0.92], [-0.38, 0.71, 1.70], [1.71, 0.65, -1.24], [3.17, -0.58, -1.11], [-2.92, -1.36, 0.39], [-2.19, 0.71, 1.42]],
  "lowdin_charge": [0.72, 0.63, -0.43, -0.34, -0.51, 0.03, 0.00, 0.00, -0.04, -0.07, 0.04, -0.07, 0.03]
}

---

Entry x
{
  "formula": "C3H8P2",
  "method": "ωB97M-V/def2-TZVPD",
  "total_charge": 0,
  "multiplicity": 1,
  "e_lumo_ev": [-0.92, -0.69],
  "homo_energy_ev": [-8.85, -8.07],
  "gap_ev": [7.93, 7.38],
  "elements": ["P", "P", "C", "C", "C", "H", "H", "H", "H", "H", "H", "H", "H"],
  "coordinates": [[-3.41, 0.08, 0.07], [-0.51, -1.03, 0.43], [-1.66, 0.08, 0.09], [1.01, -0.34, -0.24], [2.33, -0.33, 0.55], [-0.24, 1.92, -0.09], [3.11, 0.21, 0.22], [-3.59, -0.45, -1.35], [2.15, 0.07, 1.58], [2.75, -1.38, 0.68], [1.32, -0.84, -1.15], [0.62, 0.72, -0.44], [-3.87, 1.30, -0.34]],
  "lowdin_charge": [0.65, 0.80, -0.85, -0.56, -0.17, 0.15, 0.01, -0.06, 0.08, 0.09, 0.06, -0.05, -0.15]
}

---

The structure with the greatest stability is entry w.

---

Entry w
{
  "formula": "H6N2Si",
  "method": "ωB97M-V/def2-TZVPD",
  "total_charge": 0,
  "multiplicity": 1,
  "e_lumo_ev": [-0.23, -0.23],
  "homo_energy_ev": [-8.51, -8.51],
  "gap_ev": [8.28, 8.28],
  "elements": ["Si", "N", "N", "H", "H", "H", "H", "H", "H"],
  "coordinates": [[-0.69, 0.00, -0.80], [-0.32, -0.67, 0.78], [1.06, -0.69, 1.30], [1.41, 0.27, 1.00], [-1.73, 2.12, 0.07], [-0.83, -0.26, 1.56], [-1.74, -0.57, -1.63], [1.53, -1.52, 0.92], [0.58, 0.13, -1.50]],
  "lowdin_charge": [0.57, -0.36, -0.08, 0.07, -0.08, 0.04, -0.13, 0.06, -0.10]
}

---

Entry x
{
  "formula": "H6N2Si",
  "method": "ωB97M-V/def2-TZVPD",
  "total_charge": 0,
  "multiplicity": 1,
  "e_lumo_ev": 1.06,
  "homo_energy_ev": -9.35,
  "gap_ev": 10.40,
  "elements": ["Si", "N", "N", "H", "H", "H", "H", "H", "H"],
  "coordinates": [[0.66, 0.12, -0.87], [0.03, -0.78, 0.41], [-0.94, -0.15, 1.38], [-0.62, 0.87, 1.48], [0.35, -1.71, 0.87], [2.05, -0.05, -1.28], [-0.33, 0.35, -2.44], [0.57, 1.51, -0.35], [-1.76, -0.17, 0.79]],
  "lowdin_charge": [0.47, -0.36, -0.06, 0.07, 0.11, -0.11, -0.05, -0.10, 0.04]
}

---

The structure with the greatest stability is entry x.

---

Entry w
{
  "formula": "C2H6N3P",
  "method": "ωB97M-V/def2-TZVPD",
  "total_charge": 0,
  "multiplicity": 1,
  "e_lumo_ev": 1.03,
  "smiles": "NP1N=CCN1",
  "homo_energy_ev": -8.60,
  "gap_ev": 9.63,
  "elements": ["P", "N", "N", "N", "C", "C", "H", "H", "H", "H", "H", "H"],
  "coordinates": [[-1.25, -0.50, 0.37], [-1.03, 0.92, -0.67], [0.44, -0.90, 0.17], [-1.11, 0.13, 1.90], [0.03, 0.85, -1.35], [0.90, -0.33, -1.09], [1.12, -0.68, 0.93], [0.35, 1.61, -1.98], [-1.97, -0.15, 2.36], [1.86, 0.15, -1.02], [-0.24, -0.23, 2.36], [0.91, -0.89, -1.99]],
  "lowdin_charge": [0.74, -0.14, -0.24, -0.22, -0.26, -0.29, 0.08, 0.08, 0.01, 0.10, 0.05, 0.09]
}

---

Entry x
{
  "formula": "C2H6N3P",
  "method": "ωB97M-V/def2-TZVPD",
  "total_charge": 0,
  "multiplicity": 1,
  "e_lumo_ev": [-0.52, -0.07],
  "homo_energy_ev": [-6.50, -8.93],
  "gap_ev": [5.98, 8.86],
  "elements": ["P", "N", "N", "N", "C", "C", "H", "H", "H", "H", "H", "H"],
  "coordinates": [[-1.63, -0.59, -0.42], [-2.77, 0.11, 0.58], [1.66, -1.44, 0.25], [-0.55, 0.59, -0.44], [1.85, -0.13, -0.10], [0.69, 0.83, -0.41], [-3.61, -0.41, 0.81], [2.48, 0.37, 0.64], [1.04, -1.92, -0.40], [1.02, 1.82, -0.70], [2.34, -0.01, -1.09], [-2.51, 0.78, 1.28]],
  "lowdin_charge": [0.77, -0.27, 0.04, -0.29, -0.40, -0.22, 0.01, 0.10, -0.01, 0.10, 0.13, 0.03]
}

---

The structure with the greatest stability is entry w.